[1]
Molecular formula: C5H16N6
Method: DFT, ωB97M-V/def2-TZVPD

Element x y z (Å)
N (9.77942, -0.31095, -0.47783)
N (9.65640, -0.25017, 0.80733)
N (-1.55953, -1.75661, -0.34627)
N (-3.75561, -1.87044, 0.38174)
N (-3.45738, 0.50559, 1.66241)
N (-2.25619, 2.70206, 0.40763)
C (-1.97216, 1.53775, -1.68839)
C (-2.61745, -1.13031, 0.11001)
C (-2.18649, 1.53997, -0.23771)
C (-0.17005, -1.29740, -0.35408)
C (-2.66301, 0.24383, 0.58683)
H (0.16642, -1.07165, -1.35934)
H (-1.05051, 1.67253, -2.16323)
H (9.75926, -1.36855, -0.67642)
H (-2.36188, 0.65315, -2.11538)
H (-4.66051, -1.31280, 0.25787)
H (-4.12108, 1.30875, 1.56333)
H (9.85409, 0.70615, 1.24324)
H (0.59454, -1.92751, 0.06387)
H (-3.93191, -2.71521, -0.04856)
H (9.63173, -1.09978, 1.43106)
H (-3.94763, -0.19541, 2.14573)
H (-1.85089, 3.51876, -0.09605)
H (-2.40826, 2.55327, 1.32574)
H (-1.61278, -2.78562, -0.29441)
H (-2.57260, 2.40667, -2.20725)
H (-0.28594, -0.25607, 0.07813)

Summary:
HOMO (alpha / beta) ... -9.53 / -12.64 eV
Frontier orbital gap (alpha / beta) ... 0.0270 / 0.0867 Eh
LUMO level (alpha / beta) ... -8.8 / -10.3 eV
Net charge ... +2
Spin multiplicity ... 3

=====

[2]
Molecular formula: C3H19NO8
Method: DFT, ωB97M-V/def2-TZVPD

Element x y z (Å)
O (-2.67733, -0.30753, 0.32849)
O (2.09746, -0.45047, -0.59763)
O (-2.05941, -2.63235, -0.92009)
O (0.39006, -2.39848, 0.28418)
O (2.33005, 0.04361, -3.34542)
O (0.52301, 1.69628, -1.57425)
O (2.67170, 0.90865, 1.72418)
O (0.25444, 1.22971, 2.94136)
N (-1.43529, 0.63494, -1.31839)
C (-1.79367, 0.47932, -0.03839)
C (-0.72865, 0.47689, 2.20153)
C (-1.06228, 1.31444, 0.97792)
H (2.37000, -0.20111, -2.40474)
H (2.98455, 1.80164, 1.53419)
H (-0.15094, 1.75500, 0.56972)
H (-0.27955, -0.47242, 1.90242)
H (0.85705, 1.61842, -2.48019)
H (0.80952, -3.26012, 0.25595)
H (2.04556, -0.75958, -3.78706)
H (-1.86613, 0.03915, -2.00734)
H (-2.42550, -1.82244, -0.49480)
H (-1.68978, 2.16176, 1.26526)
H (2.39330, 0.00595, 0.22975)
H (-0.57897, 1.12576, -1.56795)
H (1.46157, -1.13510, -0.32993)
H (-2.62078, -3.35903, -0.63569)
H (-0.47032, -2.51429, -0.16932)
H (0.25431, 0.93442, 3.85967)
H (-1.61348, 0.28551, 2.80474)
H (1.01298, 0.99487, -1.11066)
H (1.81029, 1.03911, 2.16255)

Summary:
HOMO ... -9.77 eV
Frontier orbital gap ... 0.3771 Eh
LUMO level ... 0.5 eV

=====

[3]
Molecular formula: C31H78N4O3SSi
Method: DFT, ωB97M-V/def2-TZVPD

Element x y z (Å)
S (3.91703, -4.09311, 2.59540)
Si (6.03813, -6.06094, 2.35909)
O (4.16796, -2.84661, 3.27986)
O (4.90227, -5.16859, 3.25395)
O (2.57667, -4.73376, 3.23229)
N (-4.59635, 5.19925, -1.65882)
N (1.44305, -0.98240, -0.13760)
N (0.56268, 4.63058, -4.58987)
N (-3.59751, -0.61876, 3.53719)
C (-2.95928, -1.20586, 2.37149)
C (2.35623, -1.01599, 0.99615)
C (0.89558, 1.50347, -0.35727)
C (1.20998, -6.93045, 1.64701)
C (-6.76414, 6.05364, -2.50728)
C (-1.72168, -2.02212, 2.70550)
C (1.38565, -4.52203, 2.44158)
C (0.43688, 0.06239, -0.10893)
C (-4.60280, 6.05714, -0.48397)
C (-2.72686, 0.18568, 4.38210)
C (-3.96597, 2.90690, -0.70833)
C (1.79910, 5.04497, -6.79307)
C (-4.90985, -0.05766, 3.25067)
C (-4.97676, 1.11484, 2.26705)
C (2.87091, -2.44539, -1.53592)
C (5.25957, -7.69426, 1.93773)
C (1.63249, 4.34590, -3.64540)
C (-1.97700, 1.35793, 3.73455)
C (7.50055, -6.30759, 3.48689)
C (2.06008, -1.16147, -1.43940)
C (-0.79011, 2.70075, -3.84566)
C (-5.36365, 5.56860, 0.75566)
C (-0.22101, 3.48427, -5.01647)
C (3.51795, -0.01866, 1.02322)
C (-5.90203, 4.84288, -2.18567)
C (1.39137, -8.21375, 2.45158)
C (-3.65918, 4.08972, -1.63093)
C (0.57072, -5.79497, 2.46492)
C (2.69083, 3.31208, -4.05046)
C (6.51684, -5.10207, 0.83507)
C (0.88682, 5.54793, -5.66844)
H (-7.05848, 6.59834, -1.60948)
H (2.70141, -0.31474, -1.73346)
H (0.45067, -6.10224, 3.50614)
H (4.40905, -7.58061, 1.26205)
H (1.52722, 1.57704, -1.24513)
H (4.24913, -0.34572, 1.76410)
H (1.66771, -4.25743, 1.41646)
H (1.24935, -1.19824, -2.17316)
H (7.52639, -7.33528, 3.85373)
H (-5.36409, 0.23500, 4.20090)
H (-1.17600, 1.69128, 4.39699)
H (-3.30304, 2.07234, -0.95124)
H (-1.35213, -2.49681, 1.79407)
H (-5.51156, 6.39995, 1.44754)
H (-1.51728, 1.06813, 2.78746)
H (-5.52663, -0.87243, 2.85897)
H (1.17560, 4.01586, -2.70897)
H (-0.31958, -0.19366, -0.85917)
H (-2.67479, 4.49241, -1.37501)
H (-2.62285, 2.21374, 3.54458)
H (2.11869, 5.29685, -3.41386)
H (0.34381, 2.79235, -5.66229)
H (-1.35300, 3.35554, -3.18056)
H (2.77660, -2.02092, 1.05522)
H (-6.00981, 1.29599, 1.96289)
H (2.09209, -8.05268, 3.27313)
H (0.02457, 2.14284, -0.52031)
H (4.89544, -8.17231, 2.84961)
H (-4.59945, 2.04009, 2.70115)
H (-1.45787, 1.91602, -4.20476)
H (2.18640, -6.59974, 1.28100)
H (8.43607, -6.11562, 2.95878)
H (-1.93769, -2.79959, 3.44005)
H (1.32929, 6.44202, -5.22068)
H (6.69773, -4.04960, 1.06682)
H (-6.35016, 5.18160, 0.49475)
H (2.23437, 2.41450, -4.47176)
H (7.44407, -5.51572, 0.43212)
H (3.39816, 3.70270, -4.78049)
H (-4.40361, 0.90567, 1.36384)
H (-6.46782, 4.17189, -1.51911)
H (0.59818, -7.14226, 0.76805)
H (-7.67860, 5.73346, -3.00818)
H (5.97727, -8.36295, 1.45771)
H (1.47245, 4.07703, -7.17552)
H (-6.23114, 6.74018, -3.16638)
H (-2.67710, -0.45451, 1.61549)
H (-1.98925, -0.48278, 4.83216)
H (1.77859, 5.75091, -7.62551)
H (-0.42343, -5.55425, 2.08096)
H (-0.06193, 5.86881, -6.10959)
H (-5.72726, 4.27916, -3.10653)
H (3.26105, 3.00643, -3.17063)
H (1.44803, 1.91256, 0.48792)
H (2.83516, 4.95071, -6.46997)
H (2.26205, -3.30515, -1.24914)
H (-0.00157, 2.22067, -3.26389)
H (3.75451, -2.42176, -0.89647)
H (1.75801, -0.90145, 1.90420)
H (-3.80496, 3.15257, 0.34063)
H (-0.07205, 0.00900, 0.85922)
H (4.02412, 0.03773, 0.05746)
H (-5.01370, 7.02567, -0.77800)
H (-0.91675, -1.39421, 3.09170)
H (-4.82855, 4.78627, 1.29223)
H (5.75725, -5.14349, 0.05275)
H (3.21269, -2.59207, -2.56138)
H (7.46251, -5.64405, 4.35138)
H (-3.55972, 6.24947, -0.22054)
H (3.19743, 0.98673, 1.29412)
H (-3.57401, 3.71589, -2.65561)
H (-1.04301, 3.86831, -5.62715)
H (0.44162, -8.52921, 2.88879)
H (0.83870, -3.67773, 2.86468)
H (-4.99191, 2.55384, -0.82179)
H (-3.33376, 0.55360, 5.21299)
H (1.76472, -9.03063, 1.83322)
H (-3.69873, -1.85377, 1.89224)

Summary:
HOMO ... -8.06 eV
Frontier orbital gap ... 0.3219 Eh
LUMO level ... 0.7 eV

=====

Results for E_tot: -14364.2414, -21290.5434, -64228.7953 (in eV, following the order of the records).